1.
Here is a cluster of 2 separate species, C12H29BBrF3N4O3P3S in total from the OMol25 dataset. Energies are from the ωB97M-V functional and the def2-TZVPD basis.

For the LUMO energy, the calculation gives 2.4 eV. The calculation puts the total energy at -142591.0707 eV. The calculation puts the HOMO-LUMO gap at 7.096 eV. The value obtained for the highest occupied orbital energy is -4.67 eV. Its net charge is -1.

Atoms and positions in Å:
C  4.42686  -1.03526  1.39689
C  3.64672  -0.52998  0.16833
C  2.43059  -1.40194  -0.22470
N  1.33932  -0.63726  -0.82429
P  -0.26810  -0.42124  -0.05509
C  -1.12797  -0.68683  -1.88497
C  -2.58775  -0.61168  -1.97776
O  -3.40311  -1.43296  -1.78214
Br  -3.27046  1.19175  -2.57308
C  -0.19357  1.49567  -0.49122
C  0.09807  2.60350  0.50361
O  1.47980  2.74988  0.78434
C  -0.42618  3.93596  -0.01115
F  0.04404  4.23929  -1.23876
F  -0.09327  4.95262  0.78560
F  -1.76444  3.93401  -0.10085
P  -0.50882  -2.75931  0.13200
N  0.23760  -3.67470  -0.94108
P  0.80566  -0.18858  2.10054
S  1.17972  -1.69233  3.35353
B  -1.95766  -0.16579  1.02837
O  -2.66389  1.01771  0.91950
N  -2.39882  -1.21625  1.96797
C  -2.34464  -0.79463  3.37908
C  -3.73831  -1.70358  1.60894
H  3.90223  -1.85922  1.88900
H  4.55357  -0.24340  2.14406
H  5.43689  -1.36835  1.13080
H  4.31617  -0.48149  -0.70091
H  3.30228  0.49755  0.32647
H  2.09526  -2.01813  0.62165
H  2.77499  -2.13673  -0.96417
H  1.22121  -0.90551  -1.79408
H  -0.85118  -1.68375  -2.25842
H  -0.68203  0.06224  -2.54613
H  0.56964  1.59272  -1.27705
H  -1.15849  1.71634  -0.95667
H  -0.41480  2.47136  1.46648
H  1.96549  2.41671  0.01739
H  -0.34037  -3.26515  1.43198
H  -1.90316  -2.87256  -0.00617
H  0.85699  -3.14935  -1.54555
H  1.94265  0.61190  1.94884
H  -0.01689  0.74942  2.76505
H  -2.73762  1.55502  1.71808
H  -3.31865  -0.95198  3.86018
H  -2.10581  0.27329  3.50177
H  -1.58223  -1.35935  3.92496
H  -4.07070  -2.41592  2.37286
H  -4.48585  -0.89482  1.53639
H  -3.71315  -2.23072  0.65226
C  0.57735  1.79580  -4.29423
C  1.59564  0.78122  -4.05717
N  2.39488  -0.02174  -3.87061
H  -0.39206  1.32389  -4.45357
H  0.49386  2.45845  -3.43315
H  0.83250  2.38419  -5.17397

---

2.
Here is a cluster of 10 separate species, C51H94NO10 in total in a non-equilibrium geometry from the OMol25 dataset. Energies are from the ωB97M-V functional and the def2-TZVPD basis.

As for the spin multiplicity: 2. For the LUMO energy (spin up / spin down), the calculation gives 0.6 / 0.2 eV. The calculation puts the total energy at -76371.3578 eV. The calculation puts the HOMO-LUMO gap (spin up / spin down) at 9.277 / 9.091 eV. The value obtained for the highest occupied orbital energy (spin up / spin down) is -8.63 / -8.88 eV.

Atoms and positions in Å:
C  4.85661  -3.02384  3.10871
C  4.37431  -2.45998  1.75109
C  4.78680  -3.53033  0.69223
C  2.82934  -2.42409  1.74432
C  2.31967  -1.23503  2.58449
C  0.80700  -1.18312  2.76704
C  0.20705  -0.14136  3.45316
C  -1.15696  -0.11102  3.65059
C  -1.99621  -1.10369  3.17876
C  -1.39020  -2.15927  2.47479
C  -0.02538  -2.18845  2.28806
C  2.88016  0.05554  1.91485
C  4.41765  0.02408  1.94212
C  4.92190  0.34475  3.36992
C  4.88042  1.23078  1.06461
N  5.01422  -1.19208  1.32788
O  6.28610  -1.19581  1.55114
H  4.42563  -2.53689  3.98922
H  4.50605  -4.06798  3.14343
H  5.94884  -3.09040  3.17325
H  4.54090  -3.11970  -0.29794
H  4.27027  -4.48058  0.85919
H  5.87474  -3.66588  0.74228
H  2.46650  -2.27652  0.71203
H  2.45654  -3.39941  2.07624
H  2.74259  -1.27566  3.60183
H  0.84095  0.64921  3.85733
H  -1.60927  0.72042  4.19355
H  -3.07315  -1.10562  3.33502
H  -2.00409  -2.97472  2.09345
H  0.38468  -3.04563  1.75553
H  2.45703  0.96748  2.34567
H  2.55163  0.01666  0.86018
H  4.40478  1.27278  3.66584
H  4.66391  -0.40067  4.12753
H  5.98606  0.60370  3.37148
H  4.27459  2.11223  1.31073
H  4.78691  0.98411  0.00037
H  5.92619  1.45285  1.30685
C  -7.85636  -0.79906  2.38787
C  -7.41267  -0.80758  3.84259
C  -6.12775  -1.61377  3.77445
O  -5.55768  -1.37455  2.48045
C  -6.52651  -0.70795  1.65645
H  -8.53521  0.01593  2.13973
H  -8.35272  -1.74302  2.14614
H  -7.19759  0.21419  4.17049
H  -8.14725  -1.23527  4.52312
H  -6.32736  -2.68471  3.86219
H  -5.41081  -1.32973  4.54831
H  -6.20934  0.33386  1.53676
H  -6.55274  -1.17705  0.67224
C  3.06500  4.26620  -3.62156
C  3.98850  3.10042  -3.94037
C  4.31157  2.56922  -2.55613
O  3.16423  2.83833  -1.73229
C  2.28783  3.73100  -2.42931
H  2.42218  4.55826  -4.45173
H  3.65507  5.13764  -3.32350
H  3.44711  2.34537  -4.51483
H  4.87408  3.38437  -4.50077
H  5.17015  3.09133  -2.12030
H  4.51987  1.49696  -2.55467
H  1.40947  3.15976  -2.75339
H  1.95782  4.52048  -1.75101
C  9.32959  3.53762  -3.39460
C  9.17976  2.59762  -4.58260
C  7.67178  2.42261  -4.65379
O  7.09338  3.64144  -4.17113
C  8.11316  4.43618  -3.55526
H  10.26808  4.09080  -3.38620
H  9.25815  2.97278  -2.46120
H  9.54302  3.08328  -5.49033
H  9.71206  1.65395  -4.46611
H  7.33384  1.60693  -4.00402
H  7.31793  2.22768  -5.66777
H  8.32912  5.28183  -4.21714
H  7.74712  4.82493  -2.60353
C  1.74853  -1.16169  -6.60156
C  1.81847  -0.39994  -7.91692
C  1.94416  1.03791  -7.43742
O  2.63743  0.99500  -6.18485
C  2.70098  -0.36101  -5.72750
H  2.02924  -2.21094  -6.68471
H  0.73500  -1.11066  -6.19597
H  2.71655  -0.69123  -8.46771
H  0.95664  -0.55821  -8.56409
H  0.96036  1.48726  -7.26535
H  2.49570  1.66789  -8.13667
H  3.73337  -0.70928  -5.84231
H  2.43680  -0.40136  -4.66955
C  -9.27141  -3.03455  7.74179
C  -10.77519  -2.85226  7.89989
C  -11.13427  -2.10549  6.62348
O  -10.20561  -2.53444  5.62274
C  -9.14406  -3.26658  6.24507
H  -8.86152  -3.85117  8.33463
H  -8.75330  -2.11446  8.02434
H  -11.26818  -3.82755  7.91464
H  -11.06121  -2.31318  8.80237
H  -11.02083  -1.02315  6.75100
H  -12.15174  -2.31003  6.28723
H  -9.27180  -4.32518  5.99504
H  -8.18589  -2.92978  5.84847
C  -0.68674  0.75447  -0.18140
C  -0.71591  2.22461  -0.57325
C  -1.67170  2.21276  -1.75622
O  -2.59735  1.14623  -1.52549
C  -2.12402  0.33251  -0.44365
H  -0.37523  0.57911  0.84761
H  -0.00808  0.20686  -0.84210
H  -1.13719  2.81796  0.24298
H  0.26351  2.63387  -0.82122
H  -1.14131  2.00594  -2.69301
H  -2.21787  3.15111  -1.86715
H  -2.75819  0.52278  0.42882
H  -2.21014  -0.72188  -0.71007
C  -10.83501  3.32117  3.57267
C  -9.67960  4.17333  3.06836
C  -8.79298  3.13232  2.40346
O  -9.66119  2.10422  1.91236
C  -10.97071  2.29236  2.46146
H  -11.75269  3.88185  3.74644
H  -10.55364  2.82876  4.50713
H  -10.04135  4.88769  2.32459
H  -9.16729  4.72941  3.85255
H  -8.10350  2.67844  3.12451
H  -8.21055  3.54122  1.57688
H  -11.62428  2.65632  1.66149
H  -11.35697  1.33611  2.81722
C  10.80854  2.35734  -10.16810
C  9.71301  1.33709  -9.89290
C  9.69128  1.30632  -8.37254
O  10.07638  2.61226  -7.92994
C  10.59548  3.35399  -9.03939
H  10.74690  2.81416  -11.15501
H  11.78937  1.88505  -10.07131
H  8.75753  1.70618  -10.27402
H  9.90032  0.35930  -10.33490
H  10.41711  0.58674  -7.97866
H  8.70690  1.06130  -7.97038
H  9.85627  4.11371  -9.31505
H  11.51608  3.85771  -8.74207
C  -3.56650  -5.74153  3.67649
C  -4.20864  -6.79576  4.56844
C  -4.80700  -5.94288  5.67682
O  -5.14882  -4.68503  5.08698
C  -4.56060  -4.59617  3.78267
H  -3.40711  -6.07125  2.65039
H  -2.60137  -5.43985  4.09215
H  -5.00256  -7.31121  4.02196
H  -3.50962  -7.54473  4.93906
H  -4.07800  -5.75762  6.47321
H  -5.69777  -6.39146  6.11966
H  -5.36266  -4.69536  3.04323
H  -4.09343  -3.61889  3.65803

---

3.
Here is an isolated molecule of H2N2P2 in a non-equilibrium geometry from the OMol25 dataset. Energies are from the ωB97M-V functional and the def2-TZVPD basis.

The energy relative to the best compared isomer or geometry (same formula, charge and spin) is 1.464 eV. As for the spin multiplicity: 3. For the LUMO energy (spin up / spin down), the calculation gives -0.9 / -2.3 eV. The calculation puts the total energy at -21584.9909 eV. The calculation puts the HOMO-LUMO gap (spin up / spin down) at 6.443 / 8.318 eV. The value obtained for the highest occupied orbital energy (spin up / spin down) is -7.30 / -10.65 eV.

Atoms and positions in Å:
N  -3.14148  -0.68010  -0.15770
N  0.73042  1.48238  -0.23880
P  -0.56065  2.20024  0.09308
P  -1.93838  0.17616  0.06951
H  0.76969  0.43694  -0.18220
H  -1.00617  -0.65477  0.66864